(1)
74
Properties=species:S:1:pos:R:3:mulliken_spin:R:1 method="wB97M-V/def2-TZVPD" multiplicity=5 total_charge=+3 e_above_lowest_kj_mol=0.00 energy_ha=-2339.549538
Pd 0.215 -0.898 0.194 1.53
C 2.594 -0.881 2.046 -0.03
C 1.876 -1.877 2.954 0.00
C 0.412 -1.628 3.239 0.00
C -0.057 -1.707 4.544 0.01
C -1.408 -1.554 4.803 0.00
C -2.277 -1.321 3.747 0.01
C -1.748 -1.241 2.477 0.00
N -0.438 -1.392 2.231 0.16
N 2.388 -1.116 0.595 0.37
C 2.839 -2.460 0.141 -0.01
C 1.742 -3.487 0.033 -0.01
C 2.036 -4.839 -0.033 0.00
C 0.998 -5.746 -0.167 0.00
C -0.311 -5.282 -0.217 0.01
C -0.531 -3.925 -0.133 0.00
N 0.479 -3.050 -0.025 0.20
C 2.991 -0.045 -0.230 0.02
C 2.494 -0.154 -1.648 -0.03
C 3.270 0.176 -2.743 0.01
C 2.713 0.062 -4.010 0.00
C 1.407 -0.383 -4.142 0.01
C 0.695 -0.696 -2.999 -0.01
N 1.233 -0.584 -1.783 0.18
H 3.671 -0.947 2.231 0.02
H 2.279 0.139 2.260 0.01
H 2.399 -1.865 3.910 0.00
H 1.993 -2.898 2.579 0.00
H 0.639 -1.895 5.350 0.00
H -1.779 -1.616 5.818 0.00
H -3.339 -1.199 3.902 0.00
H -2.386 -1.047 1.622 0.01
H 3.613 -2.815 0.826 0.00
H 3.309 -2.352 -0.837 0.00
H 3.063 -5.174 0.022 0.00
H 1.206 -6.807 -0.224 0.00
H -1.147 -5.960 -0.312 0.00
H -1.532 -3.513 -0.153 0.01
H 4.082 -0.112 -0.183 0.01
H 2.697 0.913 0.204 0.00
H 4.290 0.511 -2.610 0.00
H 3.300 0.310 -4.884 0.00
H 0.946 -0.494 -5.113 0.00
H -0.328 -1.047 -3.047 0.01
F -0.060 3.753 1.158 0.00
C -0.938 3.064 0.452 0.00
F -2.128 3.112 1.048 0.00
F -1.063 3.612 -0.757 0.00
C -0.460 1.595 0.358 0.00
O -0.880 0.842 -0.569 0.29
O 0.347 1.150 1.195 0.23
Te -5.069 3.224 -1.996 0.85
C -4.146 2.818 -3.819 0.01
C -2.877 3.328 -4.084 0.00
C -2.296 3.065 -5.315 0.00
C -2.976 2.305 -6.260 0.02
C -4.236 1.795 -5.981 -0.01
C -4.832 2.046 -4.753 -0.02
C -5.051 5.269 -2.027 0.04
C -4.727 6.001 -3.178 0.04
C -4.804 7.378 -3.134 -0.03
C -5.197 8.020 -1.961 0.11
C -5.522 7.291 -0.820 -0.03
C -5.455 5.913 -0.845 0.05
H -2.354 3.938 -3.357 -0.01
H -1.320 3.473 -5.544 0.00
H -2.526 2.121 -7.226 0.00
H -4.766 1.215 -6.723 0.00
H -5.822 1.661 -4.546 -0.02
H -4.440 5.500 -4.092 0.00
H -4.571 7.959 -4.016 0.00
H -5.260 9.100 -1.939 0.00
H -5.832 7.800 0.081 0.00
H -5.715 5.342 0.039 0.00

---

(2)
68
Properties=species:S:1:pos:R:3:nbo_charge:R:1 method="wB97M-V/def2-TZVPD" total_charge=+1 e_above_lowest_kj_mol=3.19 energy_ha=-4444.468755
Ca 0.682 0.621 0.882 1.81
C -1.924 2.867 -1.074 -0.65
C -1.419 2.633 0.320 -0.04
C -0.311 3.341 0.803 -0.22
C 0.164 3.136 2.093 -0.23
C -0.443 2.191 2.925 -0.29
C -1.541 1.476 2.456 -0.27
C -2.026 1.705 1.167 -0.21
H -2.375 3.857 -1.150 0.25
H -2.678 2.133 -1.354 0.22
H -1.106 2.820 -1.794 0.25
H 0.198 4.042 0.155 0.25
H 1.038 3.675 2.435 0.25
H -0.050 2.005 3.916 0.25
H -2.008 0.726 3.083 0.25
H -2.881 1.139 0.817 0.22
C 6.650 0.625 -5.223 -0.64
C 5.636 0.706 -4.120 0.04
C 4.273 0.714 -4.395 -0.22
C 3.336 0.801 -3.375 -0.17
C 3.782 0.879 -2.067 -0.33
C 5.141 0.867 -1.758 -0.17
C 6.055 0.783 -2.788 -0.21
S 2.655 0.959 -0.741 2.23
O 1.275 1.045 -1.311 -1.08
O 2.894 2.082 0.152 -0.97
N 2.715 -0.325 0.180 -1.06
C 2.406 -1.585 -0.479 -0.36
C 0.954 -2.063 -0.544 0.80
O 0.584 -2.923 -1.288 -0.56
O 0.068 -1.507 0.358 -0.95
H 6.177 0.477 -6.192 0.22
H 7.345 -0.197 -5.051 0.23
H 7.238 1.543 -5.270 0.24
H 3.935 0.653 -5.421 0.22
H 2.277 0.814 -3.591 0.24
H 5.470 0.926 -0.729 0.24
H 7.114 0.777 -2.562 0.23
H 2.927 -2.387 0.052 0.25
H 2.758 -1.638 -1.515 0.24
C -4.949 -4.994 2.392 -0.60
C -3.634 -4.279 2.118 -0.40
C -2.993 -4.740 0.814 -0.40
C -1.640 -4.090 0.503 -0.84
Ge -1.708 -2.170 0.202 1.56
C -2.367 -1.489 -1.501 -0.86
C -3.728 -2.081 -1.884 -0.40
C -4.827 -1.869 -0.848 -0.40
C -5.187 -0.404 -0.639 -0.60
H -5.404 -4.662 3.325 0.22
H -4.805 -6.074 2.461 0.21
H -5.668 -4.811 1.589 0.20
H -2.933 -4.455 2.940 0.20
H -3.809 -3.198 2.102 0.18
H -3.689 -4.580 -0.015 0.20
H -2.849 -5.823 0.863 0.22
H -1.194 -4.538 -0.384 0.26
H -0.942 -4.263 1.327 0.24
H -2.273 -1.386 1.402 -0.21
H -1.629 -1.733 -2.266 0.26
H -2.415 -0.398 -1.441 0.22
H -3.606 -3.151 -2.077 0.21
H -4.047 -1.643 -2.835 0.22
H -4.537 -2.313 0.114 0.19
H -5.715 -2.421 -1.162 0.22
H -4.326 0.178 -0.297 0.17
H -5.974 -0.286 0.105 0.22
H -5.535 0.052 -1.568 0.22

---

(3)
29
Properties=species:S:1:pos:R:3:nbo_charge:R:1 method="wB97M-V/def2-TZVPD" total_charge=+1 e_above_lowest_kj_mol=386.58 energy_ha=-1005.795370
C -4.171 2.316 0.222 -0.62
C -4.737 0.842 0.161 -0.46
C -3.743 -0.111 -0.364 -0.08
O -2.856 -0.593 0.685 -0.35
N -1.580 -0.457 0.273 -0.14
C -0.577 -0.882 0.990 0.39
C 0.438 -1.645 1.951 0.51
N 0.909 -2.134 3.079 -0.72
N 0.820 -0.991 0.881 -0.30
C 1.778 -0.527 -0.022 -0.13
C 3.013 -1.076 -0.047 -0.06
S 3.708 -1.901 1.355 0.03
C 3.832 -0.620 -1.191 -0.29
N 5.292 -0.988 -0.956 -0.85
H -3.962 2.584 -0.902 0.21
H -4.917 3.088 0.768 0.23
H -3.314 2.402 0.927 0.21
H -5.626 0.944 -0.512 0.24
H -4.940 0.643 1.244 0.23
H -4.114 -1.083 -0.792 0.20
H -3.016 0.278 -1.167 0.20
H 1.940 -2.107 3.121 0.44
H 0.407 -2.611 3.773 0.45
H 1.339 -0.058 -0.765 0.23
H 4.929 -1.869 1.012 0.20
H 3.337 -1.016 -2.077 0.23
H 3.913 0.491 -1.097 0.24
H 5.424 -1.861 -1.527 0.37
H 5.896 -0.235 -1.393 0.39

---

(4)
41
Properties=species:S:1:pos:R:3:nbo_charge:R:1 method="wB97M-V/def2-TZVPD" total_charge=-1 energy_ha=-2416.384425
C 3.303 -0.468 -0.221 -0.75
C 2.079 -1.471 -0.364 0.79
O 1.585 -1.990 0.658 -0.58
O 1.507 -1.791 -1.629 -0.56
C 0.064 -1.696 -1.551 0.84
O -0.568 -2.694 -1.895 -0.53
C -0.516 -0.300 -1.089 -0.94
B -2.129 -0.182 -1.052 1.01
C -3.185 -1.380 -0.808 -0.86
C -4.356 -1.048 0.238 -0.13
C -4.122 -1.934 1.568 -0.64
Cl -5.923 -1.713 -0.525 -0.13
C -2.756 1.334 -1.243 -0.82
C -2.293 2.228 0.011 0.04
O -3.269 2.258 1.080 -0.70
C -1.968 3.754 -0.366 0.95
F -2.473 4.171 -1.610 -0.34
F -2.545 4.621 0.593 -0.33
F -0.567 3.929 -0.407 -0.33
H 3.601 0.035 -1.197 0.23
H 4.215 -1.002 0.262 0.32
H 2.968 0.334 0.528 0.25
H -0.147 0.477 -1.859 0.27
H -0.105 0.066 -0.077 0.29
H -2.719 -2.376 -0.507 0.26
H -3.689 -1.576 -1.827 0.28
H -4.488 0.056 0.469 0.22
H -4.992 -1.709 2.285 0.22
H -4.213 -3.046 1.311 0.23
H -3.131 -1.719 2.079 0.23
H -3.903 1.295 -1.283 0.23
H -2.331 1.760 -2.212 0.26
H -1.341 1.811 0.494 0.22
H -4.132 2.573 0.745 0.47
F 5.919 -0.684 1.318 -0.61
P 7.506 -0.371 1.344 2.63
F 7.498 -1.027 2.819 -0.60
F 6.853 1.064 0.996 -0.60
F 8.654 0.452 2.125 -0.60
F 8.406 -0.171 0.020 -0.60
F 7.701 -1.871 0.779 -0.60

---

(5)
112
Properties=species:S:1:pos:R:3:mulliken_spin:R:1 method="wB97M-V/def2-TZVPD" multiplicity=3 total_charge=+2 e_above_lowest_kj_mol=0.00 energy_ha=-5433.726926
W -1.130 -0.043 0.138 1.25
C -6.682 2.847 -0.596 0.00
C -6.432 1.476 0.024 0.00
N -5.400 0.730 -0.692 0.00
C -4.094 0.836 -0.415 0.03
S -2.981 0.089 -1.557 -0.03
N -3.707 1.472 0.660 -0.01
N -2.371 1.420 0.910 0.05
C -1.911 2.343 1.730 0.16
C -2.814 3.356 2.347 0.01
C -0.499 2.283 1.928 0.03
C 0.240 3.152 2.742 0.02
C 1.607 3.057 2.790 0.03
C 2.246 2.086 2.011 0.01
C 1.476 1.232 1.274 0.07
N 0.127 1.289 1.224 0.07
H -7.421 3.391 -0.009 0.00
H -7.061 2.746 -1.614 0.00
H -5.760 3.428 -0.622 0.00
H -7.344 0.881 0.010 0.00
H -6.099 1.576 1.054 0.00
H -5.622 0.385 -1.612 0.00
H -3.580 3.647 1.630 0.00
H -2.264 4.236 2.671 0.00
H -3.329 2.930 3.212 0.01
H -0.285 3.891 3.330 0.00
H 2.189 3.718 3.418 0.00
H 3.323 1.994 2.005 0.00
H 1.932 0.446 0.681 0.02
N -0.468 4.248 -2.610 0.02
C -0.981 3.718 -1.494 0.01
N -0.891 2.468 -1.173 0.05
C -0.235 1.598 -2.024 0.01
N 0.021 0.447 -1.436 -0.02
N -1.114 -1.863 -0.627 -0.06
C -2.031 -2.688 -0.308 0.03
C -2.899 -2.340 0.798 0.06
C -3.950 -3.128 1.254 0.00
C -4.683 -2.725 2.345 0.01
C -4.317 -1.541 2.986 0.00
C -3.272 -0.808 2.488 0.07
N -2.567 -1.152 1.394 -0.06
C 0.091 2.045 -3.362 0.03
C 0.402 1.188 -4.423 0.00
C 0.752 1.703 -5.653 0.00
C 0.794 3.081 -5.848 0.01
C 0.416 3.948 -4.841 0.00
C 0.033 3.430 -3.611 0.01
H -0.543 5.238 -2.785 0.00
H -1.488 4.393 -0.812 0.00
H -2.164 -3.643 -0.816 -0.01
H -4.171 -4.048 0.729 0.00
H -5.517 -3.308 2.711 0.00
H -4.849 -1.195 3.860 0.00
H -2.965 0.112 2.969 -0.01
H 0.319 0.122 -4.283 0.00
H 0.996 1.034 -6.467 0.00
H 1.094 3.482 -6.807 0.00
H 0.402 5.017 -5.015 0.00
C -1.664 -5.655 3.293 0.00
C -0.972 -5.631 2.089 0.00
C -0.397 -4.452 1.643 0.00
C -0.506 -3.291 2.405 0.00
C -1.191 -3.319 3.615 0.00
C -1.767 -4.501 4.058 0.00
As 0.291 -1.625 1.737 0.06
C 0.852 -0.850 3.440 -0.03
C 0.105 -0.016 4.257 0.05
C 0.676 0.525 5.401 0.01
C 1.994 0.228 5.720 0.00
C 2.746 -0.602 4.901 0.00
C 2.186 -1.138 3.748 -0.01
C 2.884 -1.979 2.759 0.00
C 4.197 -2.426 2.859 0.00
C 4.749 -3.198 1.849 0.00
C 3.995 -3.548 0.739 0.00
C 2.679 -3.120 0.632 0.01
C 2.131 -2.332 1.632 0.02
H -2.116 -6.575 3.638 0.00
H -0.879 -6.536 1.503 0.00
H 0.144 -4.435 0.705 0.00
H -1.263 -2.423 4.219 0.00
H -2.289 -4.526 5.005 0.00
H -0.926 0.211 4.011 -0.01
H 0.099 1.181 6.040 0.00
H 2.438 0.646 6.613 0.00
H 3.773 -0.828 5.159 0.00
H 4.790 -2.181 3.730 0.00
H 5.775 -3.533 1.928 0.00
H 4.432 -4.151 -0.046 0.00
H 2.090 -3.409 -0.228 0.00
C 5.886 1.117 -5.788 0.00
C 4.769 0.666 -4.892 0.00
C 4.520 1.279 -3.671 0.00
C 3.511 0.837 -2.824 0.00
C 3.370 1.496 -1.477 0.01
C 2.697 -0.229 -3.221 0.01
Te 1.212 -1.133 -1.917 0.02
C 2.912 -0.849 -4.464 0.00
C 2.083 -2.000 -4.978 0.00
C 3.950 -0.393 -5.266 0.00
H 6.491 1.888 -5.315 0.00
H 5.490 1.513 -6.724 0.00
H 6.531 0.276 -6.042 0.00
H 5.146 2.106 -3.355 0.00
H 3.930 2.431 -1.450 0.00
H 3.777 0.840 -0.703 0.00
H 2.334 1.722 -1.229 0.00
H 1.042 -1.933 -4.663 0.00
H 2.479 -2.949 -4.607 0.00
H 2.115 -2.034 -6.066 0.00
H 4.130 -0.888 -6.214 0.00

---

(6)
9
Properties=species:S:1:pos:R:3:mulliken_spin:R:1 method="wB97M-V/def2-TZVPD" multiplicity=2 e_above_lowest_kj_mol=14.10 energy_ha=-361.325967
O 0.071 -1.006 -0.702 0.07
Li -0.590 -0.606 -2.352 0.12
C -0.661 -0.363 0.228 0.39
C -0.227 0.896 0.716 -0.13
H -1.038 -1.111 0.942 0.01
H -0.350 1.680 -0.046 0.02
H -0.720 1.230 1.634 -0.01
Mg 2.058 -1.232 -0.908 0.27
H 1.457 0.512 0.489 0.25

---

(7)
25
Properties=species:S:1:pos:R:3:nbo_charge:R:1 method="wB97M-V/def2-TZVPD" total_charge=-1 e_above_lowest_kj_mol=0.00 energy_ha=-974.379827
C -2.087 -1.971 -1.333 -0.23
C -0.775 -2.208 -1.772 -0.22
C -2.275 -0.987 -0.411 -0.22
C 0.304 -1.495 -1.287 -0.22
C -1.207 -0.190 0.018 0.05
C 0.140 -0.488 -0.390 0.00
C -1.501 0.806 1.052 -0.26
C -0.580 1.600 1.591 -0.20
C 1.321 0.272 0.177 -0.24
C 0.729 1.727 1.084 -0.45
C 2.090 -0.604 1.194 -0.62
O 1.927 2.570 -1.335 -1.04
O -0.435 2.696 -1.230 -1.04
S 0.805 3.007 -0.486 1.48
H -2.921 -2.460 -1.622 0.19
H -0.518 -2.860 -2.480 0.18
H -3.319 -0.936 -0.205 0.19
H 1.180 -1.777 -1.689 0.19
H -2.437 0.960 1.577 0.19
H -0.930 2.160 2.364 0.19
H 1.859 0.566 -0.748 0.27
H 1.546 2.155 1.580 0.20
H 1.925 -0.479 2.328 0.20
H 3.103 -0.408 1.116 0.20
H 2.056 -1.658 0.908 0.20

---

(8)
28
Properties=species:S:1:pos:R:3:nbo_charge:R:1 method="wB97M-V/def2-TZVPD" total_charge=+1 e_above_lowest_kj_mol=651.10 smiles="C=C=C(CN(N)CN=[NH2+])[C@@H](N)C(=O)O" energy_ha=-698.935829
C -2.697 -0.403 1.686 -0.45
C -1.792 -0.139 0.827 0.12
C -0.936 0.086 -0.111 -0.14
C 0.369 0.796 0.443 -0.28
N 0.738 0.002 1.521 -0.09
N 0.750 0.418 2.823 -0.58
C 1.228 -1.299 1.048 -0.14
N 2.549 -0.813 0.977 -0.08
N 2.893 -0.575 -0.292 -0.51
C -1.249 -0.050 -1.557 -0.17
N -1.950 1.124 -1.976 -0.90
C 0.149 -0.078 -2.260 0.80
O 0.976 -0.905 -2.030 -0.66
O 0.431 0.820 -3.116 -0.62
H -2.820 -1.465 1.913 0.24
H -3.597 0.181 1.751 0.25
H 1.180 0.804 -0.270 0.23
H -0.082 1.786 0.626 0.26
H 1.073 -0.301 3.454 0.40
H 1.203 1.348 2.954 0.39
H 0.903 -1.467 -0.010 0.26
H 1.116 -2.017 1.844 0.23
H 2.505 -1.152 -1.067 0.44
H 3.692 0.005 -0.456 0.41
H -1.743 -0.950 -1.694 0.25
H -2.840 0.924 -2.493 0.43
H -1.748 1.909 -1.303 0.40
H -0.300 1.410 -3.231 0.51

---

Please write out number 2 again, unchanged.
68
Properties=species:S:1:pos:R:3:nbo_charge:R:1 method="wB97M-V/def2-TZVPD" total_charge=+1 e_above_lowest_kj_mol=3.19 energy_ha=-4444.468755
Ca 0.682 0.621 0.882 1.81
C -1.924 2.867 -1.074 -0.65
C -1.419 2.633 0.320 -0.04
C -0.311 3.341 0.803 -0.22
C 0.164 3.136 2.093 -0.23
C -0.443 2.191 2.925 -0.29
C -1.541 1.476 2.456 -0.27
C -2.026 1.705 1.167 -0.21
H -2.375 3.857 -1.150 0.25
H -2.678 2.133 -1.354 0.22
H -1.106 2.820 -1.794 0.25
H 0.198 4.042 0.155 0.25
H 1.038 3.675 2.435 0.25
H -0.050 2.005 3.916 0.25
H -2.008 0.726 3.083 0.25
H -2.881 1.139 0.817 0.22
C 6.650 0.625 -5.223 -0.64
C 5.636 0.706 -4.120 0.04
C 4.273 0.714 -4.395 -0.22
C 3.336 0.801 -3.375 -0.17
C 3.782 0.879 -2.067 -0.33
C 5.141 0.867 -1.758 -0.17
C 6.055 0.783 -2.788 -0.21
S 2.655 0.959 -0.741 2.23
O 1.275 1.045 -1.311 -1.08
O 2.894 2.082 0.152 -0.97
N 2.715 -0.325 0.180 -1.06
C 2.406 -1.585 -0.479 -0.36
C 0.954 -2.063 -0.544 0.80
O 0.584 -2.923 -1.288 -0.56
O 0.068 -1.507 0.358 -0.95
H 6.177 0.477 -6.192 0.22
H 7.345 -0.197 -5.051 0.23
H 7.238 1.543 -5.270 0.24
H 3.935 0.653 -5.421 0.22
H 2.277 0.814 -3.591 0.24
H 5.470 0.926 -0.729 0.24
H 7.114 0.777 -2.562 0.23
H 2.927 -2.387 0.052 0.25
H 2.758 -1.638 -1.515 0.24
C -4.949 -4.994 2.392 -0.60
C -3.634 -4.279 2.118 -0.40
C -2.993 -4.740 0.814 -0.40
C -1.640 -4.090 0.503 -0.84
Ge -1.708 -2.170 0.202 1.56
C -2.367 -1.489 -1.501 -0.86
C -3.728 -2.081 -1.884 -0.40
C -4.827 -1.869 -0.848 -0.40
C -5.187 -0.404 -0.639 -0.60
H -5.404 -4.662 3.325 0.22
H -4.805 -6.074 2.461 0.21
H -5.668 -4.811 1.589 0.20
H -2.933 -4.455 2.940 0.20
H -3.809 -3.198 2.102 0.18
H -3.689 -4.580 -0.015 0.20
H -2.849 -5.823 0.863 0.22
H -1.194 -4.538 -0.384 0.26
H -0.942 -4.263 1.327 0.24
H -2.273 -1.386 1.402 -0.21
H -1.629 -1.733 -2.266 0.26
H -2.415 -0.398 -1.441 0.22
H -3.606 -3.151 -2.077 0.21
H -4.047 -1.643 -2.835 0.22
H -4.537 -2.313 0.114 0.19
H -5.715 -2.421 -1.162 0.22
H -4.326 0.178 -0.297 0.17
H -5.974 -0.286 0.105 0.22
H -5.535 0.052 -1.568 0.22